# 1
# C16H31AlF2NO6S

A molecular structure, C16H31AlF2NO6S (ωB97M-V/def2-TZVPD, the Open Molecules 2025 dataset).

Positions of all 58 atoms, in Å:
C 1.3523 -2.7093 -1.6315
C 0.4451 -1.4831 -1.4015
C -1.0416 -1.8275 -1.2399
C -1.8020 -0.7687 -0.4243
C -2.0321 -1.0975 1.0656
C -0.9506 -1.9800 1.7475
Al -1.6708 -3.7397 2.3230
C -0.5712 -4.3801 3.9410
O -0.3863 -3.5901 4.8321
N -0.1175 -5.8120 4.1639
C 1.2421 -6.0154 3.8866
O 1.7219 -6.8406 3.1996
F 2.0483 -5.1325 4.5174
S -1.5608 -5.3878 0.6470
O -0.2357 -5.4410 0.0802
O -2.1480 -6.6383 1.0502
F -2.5096 -4.9006 -0.5777
H 2.2354 -2.6686 -0.9966
H 1.6740 -2.7871 -2.6693
H 0.8306 -3.6330 -1.3866
H 0.7958 -0.9386 -0.5262
H 0.5633 -0.8029 -2.2438
H -1.1303 -2.8074 -0.7855
H -1.4818 -1.8501 -2.2366
H -1.2978 0.1926 -0.5313
H -2.7838 -0.6291 -0.8837
H -2.0783 -0.1459 1.5986
H -3.0192 -1.5456 1.1826
H -0.0444 -2.0377 1.1504
H -0.6571 -1.5047 2.6868
H -3.1871 -3.6547 2.8220
H -0.2421 -6.0080 5.1577
C 0.0500 2.7256 -4.8131
C -0.1600 3.8485 -3.7979
C -0.6087 3.0685 -2.5688
O 0.0485 1.8014 -2.6413
C 0.6249 1.6224 -3.9323
H 0.7111 2.9927 -5.6368
H -0.9093 2.4137 -5.2319
H 0.7858 4.3578 -3.5982
H -0.8891 4.5948 -4.1112
H -1.6926 2.9065 -2.5763
H -0.3377 3.5568 -1.6333
H 1.7146 1.7103 -3.8495
H 0.3876 0.6201 -4.2917
C 1.5014 5.4889 2.3641
C 2.2848 4.2701 1.8782
C 1.2623 3.5858 0.9808
O 0.4556 4.6339 0.4299
C 0.7042 5.8569 1.1189
H 2.1310 6.3051 2.7162
H 0.8272 5.2031 3.1740
H 3.1509 4.5883 1.2935
H 2.6345 3.6241 2.6813
H 0.6195 2.9094 1.5518
H 1.7134 3.0216 0.1646
H 1.2785 6.5230 0.4642
H -0.2491 6.3355 1.3472

Atoms 1-3, force components in eV/Å:
C -0.3 0.0 0.1
C 0.3 -0.4 -0.1
C 0.3 0.7 0.0

Values from the calculation:
gap between HOMO and LUMO	8.2	eV
total charge	-1
2S+1	1

# 2
# C16H31BrGaO2

A molecular structure, C16H31BrGaO2 at a distorted geometry (ωB97M-V/def2-TZVPD, the Open Molecules 2025 dataset).

Positions of all 51 atoms, in Å:
C 3.9200 -2.1552 0.1468
C 3.7983 -0.7542 0.7672
C 3.3967 0.2838 -0.2912
Br 4.1043 2.0495 0.2611
Ga 1.3753 0.3991 -0.6721
C 0.2175 -0.0011 0.9801
C -1.1877 -0.4743 0.6821
C -1.7989 -0.2035 -0.5165
C -3.0797 -0.6133 -0.8065
C -3.7791 -1.2929 0.1606
C -3.1923 -1.5766 1.3628
C -1.9134 -1.1696 1.6319
H 4.8453 -2.2049 -0.4318
H 3.0694 -2.3486 -0.5137
H 3.9346 -2.8960 0.9502
H 3.0882 -0.7171 1.5988
H 4.7838 -0.4870 1.1720
H 3.9099 0.0237 -1.2222
H 1.0672 1.9384 -1.0813
H 0.9409 -0.4700 -1.9690
H 0.6998 -0.6645 1.7081
H 0.0982 0.9634 1.4943
H -1.2666 0.3520 -1.2817
H -3.5180 -0.3997 -1.7757
H -4.7984 -1.6055 -0.0535
H -3.7892 -2.1301 2.0833
H -1.4746 -1.4066 2.5961
C 2.2535 4.9743 4.2058
C 2.6255 3.5719 4.6673
C 4.1355 3.4088 4.7766
O 2.1030 2.6119 3.7605
H 2.6698 5.1747 3.2151
H 1.1703 5.0742 4.1255
H 2.6244 5.7329 4.8994
H 2.1641 3.3714 5.6368
H 4.6090 3.5607 3.8032
H 4.3869 2.3984 5.1015
H 4.5620 4.1213 5.4871
H 2.5042 2.7798 2.8984
C -2.8067 -2.5499 -4.8062
C -4.2480 -2.1939 -4.4780
C -5.2283 -3.0368 -5.2812
O -4.4745 -0.8100 -4.7446
H -2.5960 -2.3634 -5.8639
H -2.1195 -1.9319 -4.2274
H -2.5979 -3.5989 -4.5896
H -4.4252 -2.3424 -3.4120
H -5.0946 -2.8655 -6.3536
H -6.2563 -2.7634 -5.0379
H -5.0933 -4.1011 -5.0799
H -4.3193 -0.6622 -5.6832

Atoms 1-3, force components in eV/Å:
C -0.4 0.5 0.3
C 0.4 0.4 -0.2
C -0.3 -0.8 0.1

Values from the calculation:
gap between HOMO and LUMO	7.5	eV
total charge	-1
2S+1	1

# 3
# C16H31Cl12N

7 unconnected molecules or ions with the total composition C16H31Cl12N at a distorted geometry (ωB97M-V/def2-TZVPD, the Open Molecules 2025 dataset).

Positions of all 60 atoms, in Å:
C -5.9418 -24.5596 20.5282
C -5.5575 -25.5303 21.6213
C -4.0348 -25.6741 21.8760
C -3.5984 -24.5997 22.8274
N -3.3015 -23.8021 23.5790
H -5.3432 -24.7320 19.6337
H -5.7236 -23.5272 20.8011
H -7.0156 -24.4447 20.3802
H -6.0808 -26.4595 21.3960
H -6.0756 -25.1684 22.5093
H -3.3522 -25.7297 21.0280
H -3.8093 -26.6708 22.2552
Cl -4.6309 -22.4260 27.6003
C -4.6527 -21.8514 29.3614
C -5.9780 -21.3244 29.8676
Cl -7.2188 -22.5907 29.9392
H -3.8933 -21.0819 29.5000
H -4.4034 -22.6775 30.0273
H -6.4926 -20.5612 29.2839
H -5.8699 -20.9260 30.8764
Cl -7.1776 -29.3671 23.6866
C -5.8076 -30.1365 22.7232
C -4.4335 -29.8457 23.3940
Cl -4.2642 -30.8412 24.8097
H -5.8197 -29.7597 21.7005
H -5.8444 -31.2246 22.6705
H -4.3920 -28.7979 23.6914
H -3.5385 -30.1015 22.8268
Cl -0.9251 -30.4135 22.9409
C 0.2878 -30.2238 24.1935
C -0.3224 -29.2724 25.2944
Cl -0.2871 -27.6207 24.6415
H 1.1672 -29.8332 23.6813
H 0.6093 -31.2184 24.5025
H 0.3306 -29.4004 26.1577
H -1.3516 -29.5649 25.5029
Cl -1.5455 -24.0068 27.9201
C -1.8053 -25.1382 26.5716
C -3.3278 -25.4399 26.3458
Cl -3.5257 -26.7539 25.2135
H -1.4167 -26.1245 26.8252
H -1.3631 -24.6622 25.6964
H -3.9464 -24.6399 25.9389
H -3.6888 -25.8692 27.2804
Cl -8.4938 -23.8952 26.2898
C -6.8420 -23.7825 25.6550
C -6.6246 -22.4367 24.9981
Cl -7.5753 -22.1362 23.5823
H -6.6684 -24.5186 24.8701
H -6.1346 -24.0943 26.4233
H -5.5556 -22.4302 24.7850
H -6.6590 -21.6247 25.7244
Cl 2.6763 -23.3873 26.8444
C 2.3588 -24.8778 25.8477
C 3.6198 -25.7708 25.6781
Cl 4.1460 -26.3949 27.2280
H 2.0508 -24.6305 24.8318
H 1.4767 -25.3886 26.2337
H 4.3631 -25.0830 25.2748
H 3.5222 -26.6443 25.0334

Atoms 1-3, force components in eV/Å:
C 0.6 1.3 0.0
C -0.7 0.2 -0.3
C -0.2 0.1 0.6

Values from the calculation:
gap between HOMO and LUMO (alpha / beta)	10.4 / 2.8	eV
energy above the lowest of the compared OMol25 structures with the same formula, charge and spin	4.57	kcal/mol
total charge	+1
2S+1	2
⟨S²⟩	0.75